Formula: C4H7NO
Source: OMol25
Level of theory: wB97M-V/def2-TZVPD

Summary:
spin multiplicity: 1
structure (SMILES): C=CC#N.CO

Last column: Mulliken charge in e.
Cartesian coordinates (Å):
C: 1.894 0.189 0.563  -0.589
O: 1.392 -0.729 -0.387  -0.488
C: -0.860 0.403 -1.172  -0.490
C: -1.709 -0.360 -0.482  -0.356
C: -2.046 -0.049 0.878  0.408
N: -2.287 0.208 1.983  -0.415
H: 2.370 1.004 0.008  0.240
H: 1.103 0.619 1.194  0.275
H: 2.639 -0.282 1.217  0.258
H: -0.428 1.297 -0.734  0.278
H: -0.568 0.163 -2.187  0.252
H: 0.667 -1.217 0.025  0.325
H: -2.165 -1.247 -0.907  0.303

***

Formula: C4H7NO
Source: OMol25
Level of theory: wB97M-V/def2-TZVPD

Summary:
spin multiplicity: 1

Last column: Mulliken charge in e.
Cartesian coordinates (Å):
C: -1.048 -0.145 1.178  -1.177
C: -0.572 0.582 -0.061  0.137
N: 0.867 0.877 -0.188  -0.297
C: 0.227 -0.057 -1.130  -0.119
C: 1.208 -1.386 -0.518  -0.471
O: 1.247 -2.435 -1.071  -0.386
H: -0.406 -0.991 1.426  0.319
H: -2.058 -0.525 0.995  0.296
H: -1.090 0.534 2.036  0.310
H: -1.196 1.436 -0.334  0.367
H: 1.186 1.802 -0.450  0.248
H: 0.109 0.276 -2.159  0.349
H: 1.526 0.032 0.277  0.423

***

Formula: C4H7NO
Source: OMol25
Level of theory: wB97M-V/def2-TZVPD

Summary:
spin multiplicity: 1

Last column: Mulliken charge in e.
Cartesian coordinates (Å):
N: -1.375 -1.610 -1.453  -0.644
C: -0.623 -0.862 -0.724  0.951
C: -0.805 -1.325 0.604  -0.769
C: 0.291 1.181 0.962  -1.025
C: 1.142 0.575 -0.140  -0.213
O: 0.361 -0.072 -1.159  -0.412
H: -0.935 -1.841 -2.346  0.276
H: -1.859 -1.232 0.897  0.248
H: -0.177 0.391 1.570  0.332
H: 0.918 1.759 1.646  0.364
H: -0.484 1.833 0.550  0.306
H: 1.854 -0.149 0.270  0.276
H: 1.692 1.351 -0.678  0.310

***

Formula: C4H7NO
Source: OMol25
Level of theory: wB97M-V/def2-TZVPD

Summary:
spin multiplicity: 1
structure (SMILES): C[C@H]1CN=CO1

Last column: Mulliken charge in e.
Cartesian coordinates (Å):
C: -0.967 1.299 0.250  -1.365
C: 0.288 0.517 -0.080  0.466
C: 0.547 -0.705 0.831  -0.542
N: 0.661 -1.851 -0.076  -0.521
C: 0.424 -1.392 -1.232  0.087
O: 0.163 -0.077 -1.396  -0.397
H: -1.140 2.102 -0.472  0.336
H: -1.836 0.633 0.249  0.345
H: -0.874 1.744 1.246  0.357
H: 1.156 1.184 -0.123  0.262
H: 1.460 -0.604 1.425  0.318
H: -0.285 -0.876 1.526  0.269
H: 0.403 -1.975 -2.148  0.384

***

Formula: C4H7NO
Source: OMol25
Level of theory: wB97M-V/def2-TZVPD

Summary:
spin multiplicity: 1
structure (SMILES): CC(=O)[C@H]1CN1

Last column: Mulliken charge in e.
Cartesian coordinates (Å):
C: -1.546 1.089 0.654  -1.126
C: -0.658 -0.106 0.395  0.631
O: -0.787 -1.146 1.013  -0.583
C: 0.412 0.014 -0.649  0.071
C: 1.743 -0.560 -0.294  -0.443
N: 0.883 -1.237 -1.238  -0.616
H: -1.706 1.687 -0.248  0.346
H: -1.073 1.733 1.404  0.269
H: -2.503 0.747 1.055  0.321
H: 0.356 0.861 -1.328  0.325
H: 1.842 -0.975 0.707  0.243
H: 2.640 -0.112 -0.715  0.253
H: 0.398 -1.995 -0.757  0.310

***

Formula: C4H7NO
Source: OMol25
Level of theory: wB97M-V/def2-TZVPD

Summary:
spin multiplicity: 1
structure (SMILES): CO/C=C1/CN1

Last column: Mulliken charge in e.
Cartesian coordinates (Å):
C: -1.582 -0.511 -0.897  -0.656
C: 0.464 -0.079 0.390  -0.053
C: 1.885 -0.042 0.391  -0.343
N: 1.111 0.540 -0.744  -0.494
C: -0.591 0.217 1.144  -0.044
O: -1.779 0.202 0.526  -0.378
H: -2.495 -0.125 -1.303  0.303
H: -0.740 -0.297 -1.609  0.308
H: -1.591 -1.597 -0.723  0.306
H: 2.354 0.594 1.128  0.260
H: 2.441 -0.926 0.087  0.209
H: 1.042 1.555 -0.600  0.224
H: -0.521 0.470 2.211  0.358

***

Formula: C4H7NO
Source: OMol25
Level of theory: wB97M-V/def2-TZVPD

Summary:
spin multiplicity: 1

Last column: Mulliken charge in e.
Cartesian coordinates (Å):
C: -0.023 0.592 -0.776  -0.580
C: 0.959 0.914 0.363  -0.375
O: 0.534 0.355 1.610  -0.361
C: -0.310 -0.701 1.519  0.092
N: -0.666 -1.358 0.488  -0.501
C: -0.365 -0.892 -0.823  -0.198
H: -0.968 1.101 -0.539  0.280
H: 0.368 0.987 -1.714  0.352
H: 1.967 0.545 0.145  0.283
H: 1.010 1.997 0.534  0.281
H: -0.682 -0.958 2.517  0.385
H: -1.447 -1.021 -1.640  0.083
H: -0.378 -1.560 -1.683  0.261

***

Formula: C4H7NO
Source: OMol25
Level of theory: wB97M-V/def2-TZVPD

Summary:
spin multiplicity: 1
structure (SMILES): N=C=CCCO

Last column: Mulliken charge in e.
Cartesian coordinates (Å):
O: 1.504 0.322 0.907  -0.532
C: 1.292 0.170 -0.485  -0.678
C: 0.197 -0.845 -0.811  -0.174
C: -1.196 -0.453 -0.365  -0.640
C: -1.419 0.404 0.602  0.437
N: -1.590 1.290 1.444  -0.576
H: 0.951 1.048 1.217  0.335
H: 2.233 -0.196 -0.909  0.330
H: 1.066 1.138 -0.957  0.322
H: 0.472 -1.805 -0.355  0.248
H: 0.182 -1.002 -1.897  0.314
H: -1.630 0.937 2.400  0.279
H: -2.054 -0.940 -0.827  0.335

***

Formula: C4H7NO
Source: OMol25
Level of theory: wB97M-V/def2-TZVPD

Summary:
spin multiplicity: 1

Last column: Mulliken charge in e.
Cartesian coordinates (Å):
O: 0.463 1.162 -2.234  -0.357
N: -0.335 0.111 -1.942  -0.525
C: -0.059 -0.329 -0.762  0.651
C: 0.764 0.377 0.214  -0.672
C: -0.002 -0.367 1.345  -0.426
C: -0.859 -1.108 0.264  -0.445
H: 0.511 1.816 -1.261  0.219
H: 1.839 0.524 0.181  0.425
H: 0.493 1.708 -0.135  0.133
H: 0.596 -1.030 1.986  0.251
H: -0.564 0.315 1.979  0.262
H: -0.716 -2.191 0.249  0.219
H: -1.934 -0.889 0.275  0.266

***

Formula: C4H7NO
Source: OMol25
Level of theory: wB97M-V/def2-TZVPD

Summary:
spin multiplicity: 1

Last column: Mulliken charge in e.
Cartesian coordinates (Å):
C: -1.664 -0.463 0.487  -1.052
C: -0.615 -0.051 -0.533  -0.294
C: 1.581 1.559 0.321  -0.572
C: 1.670 0.154 0.083  0.742
O: 2.842 -0.088 0.409  -0.566
N: 0.680 -0.673 -0.294  -0.144
H: -1.848 -1.544 0.452  0.315
H: -1.334 -0.190 1.496  0.298
H: -2.608 0.050 0.275  0.319
H: -0.946 -0.232 -1.564  0.265
H: 1.927 2.113 -0.568  0.218
H: -0.447 1.033 -0.445  0.227
H: 0.760 -1.669 -0.119  0.242

***

Formula: C4H7NO
Source: OMol25
Level of theory: wB97M-V/def2-TZVPD

Summary:
spin multiplicity: 1

Last column: Mulliken charge in e.
Cartesian coordinates (Å):
C: -1.084 -0.372 1.234  -0.918
C: -0.807 -0.965 -0.131  -0.237
N: -0.738 0.069 -1.125  -0.457
C: 0.686 -0.103 -0.817  -0.021
C: 1.346 1.066 -0.150  -0.122
O: 2.510 1.329 -0.350  -0.467
H: -1.064 0.722 1.311  0.343
H: -0.471 -0.831 2.017  0.292
H: -2.116 -0.693 1.433  0.319
H: 0.685 -1.103 -0.164  0.192
H: -0.888 -0.338 -2.046  0.319
H: 1.271 -0.476 -1.658  0.480
H: 0.712 1.680 0.514  0.275

***

Formula: C4H7NO
Source: OMol25
Level of theory: wB97M-V/def2-TZVPD

Summary:
spin multiplicity: 1
structure (SMILES): C1=NCCCO1

Last column: Mulliken charge in e.
Cartesian coordinates (Å):
C: 0.643 -0.853 0.204  -0.454
C: -0.883 -0.935 0.123  -0.433
O: -1.477 0.077 -0.695  -0.370
C: -0.987 1.323 -0.485  0.087
N: 0.164 1.648 -0.079  -0.548
C: 1.162 0.600 0.085  -0.342
H: 0.944 -1.281 1.167  0.274
H: 1.094 -1.477 -0.574  0.285
H: -1.215 -1.887 -0.301  0.279
H: -1.321 -0.840 1.124  0.295
H: -1.730 2.087 -0.721  0.380
H: 1.787 0.865 0.943  0.318
H: 1.819 0.672 -0.791  0.230

***

Respective LUMO energy values: 0.445; 0.704; -0.313; 1.021; 1.025; 0.874; 0.822; 0.919; 0.554; -0.286; 0.527; 0.967 eV.
Respective electronic energy values: -7797.344; -7795.000; -7794.695; -7798.692; -7797.998; -7794.509; -7796.061; -7797.490; -7794.343; -7795.541; -7794.557; -7798.312 eV.
Respective energy above the lowest of the compared OMol25 structures with the same formula, charge and spin values: 2.301; 4.644; 4.949; 0.952; 1.646; 5.135; 3.584; 2.154; 5.301; 4.103; 5.088; 1.332 eV.